[1]
The following is a DFT calculation (ωB97M-V/def2-TZVPD) of a 2-piece molecular cluster, H7NO3Si2 overall in a non-equilibrium geometry.

Atoms and positions in Å:
N: 0.850 0.449 2.183
O: -1.002 0.161 -2.763
O: 0.468 -2.070 1.115
O: 0.054 -0.102 -0.461
Si: -0.027 0.878 -1.720
Si: -0.021 -0.572 1.075
H: 1.124 1.446 1.760
H: 1.619 -0.015 2.539
H: -1.723 -0.453 -2.571
H: 0.102 -2.888 0.884
H: -0.687 2.248 -1.431
H: 1.396 1.341 -2.135
H: -2.153 -0.424 1.524

Calculated values
HOMO-LUMO gap: 0.3609 Eh
Total energy: -863.777424 Ha
HOMO energy: -9.3150 eV

natural (NBO) population analysis, charges in e, atoms 1 to 4: atom 1 (N): -1.324, atom 2 (O): -1.127, atom 3 (O): -1.132, atom 4 (O): -1.317

---

[2]
The following is a DFT calculation (ωB97M-V/def2-TZVPD) of C12H17Cl2F3O4Zr as an isolated structure in a non-equilibrium geometry.

Atoms and positions in Å:
C: 0.284 -1.215 -2.543
C: 1.130 -0.091 -2.758
C: 0.316 1.075 -2.793
C: 2.600 -0.104 -2.850
C: -1.036 0.672 -2.605
C: -1.055 -0.738 -2.425
C: -2.246 -1.547 -2.111
C: 0.739 -2.611 -2.419
C: 0.825 2.450 -2.927
C: -2.210 1.560 -2.559
Zr: 0.562 0.355 1.420
Cl: 2.383 1.617 0.688
Cl: 1.735 -1.706 0.707
O: -0.584 1.281 0.085
H: 2.956 -1.103 -3.122
H: 3.057 0.171 -1.886
H: 2.944 0.613 -3.606
H: 1.504 2.706 -2.100
H: -0.002 3.166 -2.930
H: 1.382 2.565 -3.867
H: -1.928 2.555 -2.201
H: -2.971 1.150 -1.887
H: -2.665 1.673 -3.554
H: -2.927 -0.974 -1.469
H: -1.953 -2.459 -1.577
H: -2.798 -1.841 -3.016
H: 1.499 -2.687 -1.627
H: 1.168 -2.978 -3.364
H: -0.100 -3.255 -2.137
H: -0.766 2.242 0.111
O: -1.117 -0.967 2.178
H: -0.864 -1.895 2.034
F: 1.463 3.291 5.123
C: 0.959 2.036 5.260
F: 1.800 1.307 6.028
F: -0.253 2.114 5.863
C: 0.788 1.387 3.844
O: 0.043 2.013 3.035
O: 1.416 0.325 3.578

Calculated values
Net charge: -2
HOMO-LUMO gap: 0.1572 Eh
Total energy: -2035.721863 Ha
HOMO energy: 0.6793 eV

natural (NBO) population analysis, charges in e, atoms 1 to 4: atom 1 (C): -0.140, atom 2 (C): -0.145, atom 3 (C): -0.125, atom 4 (C): -0.620

---

[3]
The following is a DFT calculation (ωB97M-V/def2-TZVPD) of a 2-piece molecular cluster, C3H7O2S overall in a non-equilibrium geometry.

Atoms and positions in Å:
C: -0.681 0.082 1.570
C: 0.836 -0.114 1.358
S: 1.463 1.171 0.214
H: -1.140 -0.166 0.603
H: -0.952 1.105 1.885
H: -0.982 -0.574 2.335
H: 1.374 -0.048 2.332
H: 1.058 -1.092 0.932
H: 1.128 0.363 -0.884
O: -0.946 -1.110 -1.836
C: -0.540 -0.184 -2.580
O: 0.596 0.328 -2.575
H: -1.216 0.239 -3.355

Calculated values
Net charge: -1
HOMO-LUMO gap: 0.3018 Eh
Total energy: -667.225773 Ha
HOMO energy: -4.5227 eV

natural (NBO) population analysis, charges in e, atoms 1 to 4: atom 1 (C): -0.629, atom 2 (C): -0.502, atom 3 (S): -0.202, atom 4 (H): 0.250

---

We obtain relative energy (zero: lowest compared OMol25 entry of this formula, charge and spin) values of 49.0; 0.0; 11.0 kcal/mol for the records listed above, in that order.
We obtain M values of 125.2; 444.4; 107.2 g/mol for the records listed above, in that order.